[1]
Below is C38H47IN2O4 in the gas phase at a distorted geometry, with properties calculated with the ωB97M-V functional and the def2-TZVPD basis.

## Properties
Net charge: 0
ΔE to the lowest compared entry with this formula, charge and spin: 249.6 kcal per mole
Kohn-Sham gap: 7.49 eV
E_HOMO: -8.4 eV
Spin multiplicity: 1

Geometry (Å):
C: 4.685 -2.120 0.560
C: 6.187 -1.547 0.462
C: 6.350 -0.324 -0.579
C: 5.315 0.875 -0.340
C: 5.886 2.024 0.654
C: 4.714 2.828 1.412
C: 4.121 2.049 2.694
C: 2.688 2.637 3.160
C: 1.639 1.463 3.583
C: 0.262 2.206 3.948
C: -0.805 1.240 4.714
C: -1.647 0.511 3.525
N: -2.282 -0.774 3.952
C: -3.736 -0.928 3.633
O: -4.704 -0.803 4.404
C: -3.658 -1.260 2.073
C: -4.669 -1.092 0.918
C: -4.157 -1.512 -0.509
C: -5.131 -1.379 -1.792
C: -5.520 -2.723 -2.427
C: -6.509 -2.637 -3.651
C: -6.896 -1.156 -3.965
C: -6.367 0.086 -3.229
N: -5.474 -0.050 -2.132
C: -2.705 -2.073 -0.758
C: -2.159 -2.461 -2.231
O: -0.972 -1.697 -2.561
C: -1.249 -0.307 -2.709
C: -2.427 0.231 -3.601
C: -2.703 1.757 -3.774
C: -3.894 2.289 -4.712
C: -1.828 2.826 -3.078
C: -0.637 2.322 -2.180
C: -0.374 0.809 -2.026
C: 0.883 0.353 -1.131
C: 1.445 1.511 -0.168
C: 2.080 0.039 -2.203
C: -1.732 -2.274 0.437
C: -0.250 -2.876 0.337
C: -0.318 -4.371 0.973
O: 0.612 -4.911 1.591
I: -2.238 -5.433 0.690
C: -2.238 -1.857 1.833
C: -1.552 -1.862 3.274
O: -0.617 -2.595 3.650
H: 4.647 -3.113 1.141
H: 4.212 -2.324 -0.468
H: 4.074 -1.359 1.172
H: 6.848 -2.402 0.074
H: 6.598 -1.178 1.467
H: 7.438 0.036 -0.550
H: 6.132 -0.754 -1.628
H: 4.301 0.540 0.094
H: 5.082 1.363 -1.362
H: 6.452 2.801 0.017
H: 6.658 1.606 1.409
H: 5.135 3.856 1.704
H: 3.892 3.026 0.631
H: 4.068 0.933 2.443
H: 4.851 2.265 3.564
H: 2.832 3.297 4.085
H: 2.273 3.290 2.311
H: 2.039 0.891 4.497
H: 1.562 0.770 2.675
H: 0.472 3.175 4.526
H: -0.236 2.474 2.938
H: -0.228 0.436 5.284
H: -1.534 1.833 5.366
H: -2.457 1.224 3.111
H: -0.883 0.385 2.662
H: -5.711 -0.684 1.118
H: -5.150 -3.728 -2.026
H: -6.909 -3.542 -4.208
H: -7.642 -0.978 -4.821
H: -6.719 1.119 -3.554
H: -2.957 -2.362 -3.039
H: -1.853 -3.576 -2.224
H: -3.116 -0.489 -4.177
H: -4.023 1.601 -5.613
H: -3.619 3.348 -5.031
H: -4.848 2.303 -4.088
H: -2.037 3.938 -3.212
H: -0.005 3.147 -1.709
H: 0.671 -0.554 -0.474
H: 0.592 1.950 0.464
H: 2.225 1.123 0.583
H: 1.920 2.348 -0.790
H: 1.571 -0.478 -3.090
H: 2.446 1.069 -2.580
H: 2.933 -0.570 -1.744
H: 0.398 -2.229 1.042
H: 0.185 -2.860 -0.717

Löwdin population analysis, charges in e, atoms 1 to 6: atom 1 (C): -0.134, atom 2 (C): -0.255, atom 3 (C): -0.222, atom 4 (C): -0.218, atom 5 (C): -0.212, atom 6 (C): -0.226

=====

[2]
Below is 4 unconnected molecules or ions with the total composition C34H53BF16N4O13PS at a distorted geometry, with properties calculated with the ωB97M-V functional and the def2-TZVPD basis.

## Properties
Net charge: +1
ΔE to the lowest compared entry with this formula, charge and spin: 0.0 kcal per mole
Kohn-Sham gap: 7.55 eV
E_HOMO: -11.8 eV
Spin multiplicity: 1

Geometry (Å):
C: -2.458 3.850 5.875
C: -2.212 4.564 4.943
C: -2.001 5.527 3.767
C: -2.122 4.924 2.319
N: -3.484 4.416 2.132
C: -3.692 3.051 2.471
N: -4.711 2.730 3.266
C: -5.550 3.886 3.733
C: -6.547 4.407 2.595
O: -7.880 4.458 3.136
C: -8.827 4.598 2.071
C: -10.245 4.769 2.723
F: -10.497 3.657 3.513
F: -11.230 4.944 1.786
F: -10.239 5.858 3.571
C: -5.085 1.376 3.641
F: -4.090 0.439 3.700
F: -5.663 1.303 4.914
C: -6.217 0.758 2.684
F: -6.500 -0.492 3.254
F: -7.395 1.472 2.744
N: -2.846 2.102 1.899
B: -3.345 1.381 0.675
O: -3.847 2.022 -0.490
C: -3.423 -0.247 0.628
C: -2.771 -0.641 -0.791
C: -1.378 2.367 1.929
C: -0.936 1.674 3.301
O: -1.249 0.282 3.342
O: -0.905 -0.114 4.621
O: -0.920 1.679 0.767
C: 0.344 1.018 0.819
C: 0.281 -0.590 0.832
C: 1.531 -1.095 1.689
C: 1.318 -2.623 2.152
C: -0.942 3.912 1.869
N: 0.208 4.287 2.682
C: 1.563 3.965 2.216
C: 2.500 5.262 2.019
P: -0.603 4.535 0.090
O: 0.450 3.697 -0.825
O: 0.034 6.081 0.246
S: -2.244 4.772 -0.956
H: -2.797 3.167 6.675
H: -2.806 6.322 3.847
H: -1.040 6.090 3.960
H: -2.082 5.854 1.673
H: -3.951 4.711 1.272
H: -6.252 3.585 4.568
H: -4.933 4.710 4.176
H: -6.518 3.682 1.735
H: -6.262 5.449 2.285
H: -8.793 3.697 1.385
H: -8.574 5.529 1.483
H: -5.851 0.537 1.650
H: -3.158 2.072 -1.179
H: -2.849 -0.707 1.473
H: -4.495 -0.585 0.564
H: -3.469 -0.303 -1.617
H: -1.815 -0.065 -0.979
H: -2.638 -1.748 -0.906
H: -1.421 2.154 4.196
H: 0.181 1.820 3.450
H: -1.683 -0.623 4.932
H: 0.865 1.232 -0.158
H: 1.083 1.311 1.603
H: -0.675 -0.982 1.260
H: 0.415 -1.007 -0.207
H: 2.500 -0.999 1.132
H: 1.649 -0.503 2.646
H: 1.063 -2.610 3.250
H: 2.265 -3.212 2.018
H: 0.465 -3.034 1.538
H: 0.164 4.031 3.666
H: 1.693 3.343 1.300
H: 2.083 3.390 3.048
H: 1.894 6.201 2.186
H: 3.000 5.255 1.010
H: 3.329 5.254 2.781
H: 0.003 3.089 -1.450
H: -0.692 6.716 0.086
C: 4.117 0.312 -5.539
C: 2.954 0.788 -4.693
O: 3.134 0.404 -3.317
C: 3.938 1.189 -2.589
O: 4.500 2.162 -3.001
C: 3.996 0.688 -1.144
F: 4.159 -0.644 -1.068
F: 2.856 0.976 -0.469
F: 5.001 1.235 -0.450
H: 4.261 -0.764 -5.419
H: 3.941 0.531 -6.593
H: 5.048 0.795 -5.237
H: 2.033 0.311 -5.031
H: 2.808 1.867 -4.778
C: 5.107 -6.629 -1.636
C: 5.832 -5.358 -1.246
O: 6.523 -4.797 -2.376
C: 5.779 -4.071 -3.218
O: 4.603 -3.868 -3.091
C: 6.651 -3.502 -4.339
F: 7.490 -4.418 -4.851
F: 7.416 -2.481 -3.903
F: 5.924 -3.031 -5.363
H: 5.795 -7.334 -2.095
H: 4.652 -7.097 -0.761
H: 4.322 -6.427 -2.367
H: 6.592 -5.582 -0.497
H: 5.153 -4.624 -0.806
C: 5.312 -10.218 -7.844
C: 4.145 -9.738 -7.006
O: 4.311 -10.122 -5.630
C: 5.112 -9.341 -4.896
O: 5.684 -8.370 -5.305
C: 5.156 -9.839 -3.450
F: 5.312 -11.172 -3.371
F: 4.019 -9.545 -2.788
F: 6.164 -9.292 -2.751
H: 5.451 -11.295 -7.726
H: 5.144 -9.997 -8.899
H: 6.243 -9.740 -7.535
H: 3.225 -10.210 -7.352
H: 4.005 -8.658 -7.091

Löwdin population analysis, charges in e, atoms 1 to 6: atom 1 (C): 0.106, atom 2 (C): -0.134, atom 3 (C): -0.126, atom 4 (C): -0.269, atom 5 (N): 0.095, atom 6 (C): -0.153

=====

How do the records compare in calculated total energy? In the order shown, they have -59424.317, -132965.532 eV.